Below is a 4-piece molecular cluster, C39H70FN2O9SSi2 overall, with properties calculated with the ωB97M-V functional and the def2-TZVPD basis.

Last columns: bonded neighbours and bond lengths (Å).
Geometry (Å):
1 H -4.25651 1.79670 1.20499  C58 1.156
2 H 1.46694 -10.52028 -0.93743  C62 1.095
3 C -7.67779 4.09890 0.22912  C41 1.557, C52 1.547, H85 1.152
4 H 3.12395 -0.39172 -1.80694  C15 1.158
5 H 4.99472 -5.41762 -2.90941  C88 1.095
6 C -4.80616 5.65115 0.83569  Si22 1.927, H26 1.159, H83 1.152, C118 1.606
7 H 2.22289 6.70837 -2.37935  C23 1.160
8 C 3.37589 -9.66888 -0.45673  H36 1.090, C62 1.514, H74 1.093, C124 1.504
9 H 4.44392 4.43426 -0.63011  C82 1.156
10 O 5.94462 3.24154 0.87543  C93 1.476, H120 0.990
11 O 1.16540 -2.00818 0.58706  C46 1.440, Si71 1.761
12 O 1.86407 -7.94253 0.06118  C47 1.434, C124 1.361
13 H 0.67910 2.58231 -3.21316  S103 1.395
14 C -6.51834 -2.59580 0.16344  O31 1.433, H49 1.091, H55 1.094, C121 1.511
15 C 2.68562 -0.41016 -0.73490  H4 1.158, N37 1.532, C46 1.604, H115 1.149
16 O 3.70143 -7.37431 -1.13785  C124 1.206
17 H 6.38113 -3.89814 -4.08939  C98 1.092
18 H -2.52708 5.24636 1.10053  C118 1.142
19 H -4.06625 -2.22554 -1.23815  C20 1.093
20 C -4.84737 -1.48005 -1.07008  H19 1.093, C59 1.504, H86 1.090, C121 1.514
21 H 2.14866 -11.17999 0.55385  C62 1.091
22 Si -5.15616 4.06504 1.87276  C6 1.927, C52 1.918, C58 1.948, C102 1.913
23 C 2.40010 6.06756 -1.42869  H7 1.160, C35 1.606, C54 1.604, H64 1.157
24 H 4.50772 1.76592 0.49597  C93 1.141
25 H -0.60608 5.60326 -1.25423  C90 1.145
26 H -4.96519 5.41323 -0.28714  C6 1.159
27 H -0.89678 6.73083 1.13849  C48 1.157
28 H 4.17721 -2.39739 1.14832  C44 1.147
29 C -9.18761 1.90231 0.03050  C41 1.558, C66 1.549, H109 1.145
30 C -2.72613 7.07833 -0.14844  C48 1.617, H97 1.140, H113 1.141, C118 1.629
31 O -5.83315 -1.70553 1.05237  C14 1.433, C59 1.359
32 H 3.18440 0.61305 1.80187  N70 1.026
33 H 3.63445 1.71555 -1.46203  C122 1.156
34 H 1.14388 4.47363 -2.31629  C54 1.156
35 C 1.30537 6.58241 -0.37228  C23 1.606, H87 1.140, C90 1.628, H111 1.155
36 H 3.72488 -10.07347 -1.40666  C8 1.090
37 N 1.82683 0.84883 -0.57640  C15 1.532, C91 1.486, F119 1.384, C122 1.516
38 H 0.32367 0.67017 0.91822  C91 1.158
39 O 1.15879 3.50121 0.02575  C78 1.470, C107 1.443
40 H 1.55618 -3.66715 4.01407  C110 1.153
41 C -8.93909 3.39222 -0.35006  C3 1.557, C29 1.558, H65 1.136
42 H -3.02925 2.63086 2.36366  C58 1.141
43 H 3.67257 -2.20630 2.90656  C44 1.155
44 C 3.68206 -2.94976 2.02307  H28 1.147, H43 1.155, H60 1.144, Si71 1.940
45 C 6.54310 -6.88662 -2.70432  H69 1.089, H73 1.093, C88 1.513, C96 1.504
46 C 1.84341 -1.77316 -0.66147  O11 1.440, C15 1.604, H104 1.161, H108 1.156
47 C 1.39095 -9.13594 0.69930  O12 1.434, C62 1.511, H79 1.091, H94 1.094
48 C -1.14474 7.25645 0.13855  H27 1.157, C30 1.617, C90 1.605, H100 1.146
49 H -7.58580 -2.59213 0.39068  C14 1.091
50 H -8.46521 -0.00823 1.25838  C66 1.142
51 O 7.20398 -8.00047 -4.74036  C96 1.203
52 C -6.75579 3.28007 1.16271  C3 1.547, Si22 1.918, C67 1.578
53 H 6.13902 -5.02335 -1.62053  C88 1.092
54 C 2.22342 4.54737 -1.90993  C23 1.604, H34 1.156, H57 1.156, C78 1.633
55 H -6.12806 -3.60686 0.31329  C14 1.094
56 H 7.85778 -4.42604 -3.25053  C98 1.094
57 H 3.00483 4.40004 -2.74968  C54 1.156
58 C -3.73585 2.79089 1.48259  H1 1.156, Si22 1.948, H42 1.141, H81 1.148
59 C -4.83515 -1.07478 0.37853  C20 1.504, O31 1.359, O76 1.206
60 H 4.27778 -3.88214 2.31304  C44 1.144
61 H 2.41021 -5.85496 0.94976  C99 1.151
62 C 2.05047 -10.27324 -0.04501  H2 1.095, C8 1.514, H21 1.091, C47 1.511
63 H -6.27451 1.25806 2.26607  C67 1.152
64 H 3.47953 6.34389 -1.11679  C23 1.157
65 H -9.63970 3.94403 -1.05398  C41 1.136
66 C -8.28149 1.08485 0.98508  C29 1.549, H50 1.142, C67 1.546
67 C -7.02634 1.77766 1.56413  C52 1.578, H63 1.152, C66 1.546
68 H -5.53422 3.46260 4.38054  C102 1.152
69 H 5.74862 -7.59980 -2.48814  C45 1.089
70 N 2.17139 0.48815 1.90802  H32 1.026, C91 1.495, H123 1.034
71 Si 1.87433 -3.36605 1.45513  O11 1.761, C44 1.940, C99 1.927, C110 1.943
72 H -4.08294 4.54273 4.08001  C102 1.160
73 H 7.40520 -7.05948 -2.05558  C45 1.093
74 H 4.13710 -9.79008 0.31774  C8 1.093
75 H -0.02712 -3.06369 3.17858  C110 1.154
76 O -4.04102 -0.32860 0.89460  C59 1.206
77 O 7.13941 -5.73629 -4.66832  C96 1.362, C98 1.431
78 C 2.42194 3.44225 -0.72357  O39 1.470, C54 1.633, C82 1.601, C122 1.611
79 H 0.30261 -9.18103 0.63283  C47 1.091
80 H 3.34208 4.71637 0.86406  C82 1.155
81 H -3.21687 3.14231 0.52081  C58 1.148
82 C 3.70512 3.92919 0.10107  H9 1.156, C78 1.601, H80 1.155, C93 1.592
83 H -5.50836 6.52237 1.10989  C6 1.152
84 H 1.97430 3.00325 1.99419  C107 1.143
85 H -7.42440 5.19052 -0.03680  C3 1.152
86 H -4.70315 -0.61729 -1.72032  C20 1.090
87 H 1.25041 5.97811 0.59271  C35 1.140
88 C 6.04895 -5.45905 -2.61748  H5 1.095, C45 1.513, H53 1.092, C98 1.511
89 H -0.25629 7.33686 -1.91439  C90 1.150
90 C -0.19537 6.64162 -1.00073  H25 1.145, C35 1.628, C48 1.605, H89 1.150
91 C 1.38130 1.13029 0.81355  N37 1.486, H38 1.158, N70 1.495, C107 1.611
92 H -6.30136 -2.83602 -1.99724  C121 1.091
93 C 4.52733 2.82957 0.90776  O10 1.476, H24 1.141, C82 1.592, H105 1.156
94 H 1.68047 -9.10564 1.75398  C47 1.094
95 H -3.22592 6.65900 2.04360  C118 1.152
96 C 6.98237 -6.98215 -4.13983  C45 1.504, O51 1.203, O77 1.362
97 H -2.96602 6.68210 -1.19049  C30 1.140
98 C 6.89583 -4.75698 -3.65403  H17 1.092, H56 1.094, O77 1.431, C88 1.511
99 C 1.84028 -4.99875 0.43244  H61 1.151, Si71 1.927, H116 1.150, H117 1.157
100 H -0.93105 8.36897 0.30982  C48 1.146
101 H 0.17437 2.79840 1.72358  C107 1.157
102 C -5.18473 4.36917 3.76147  Si22 1.913, H68 1.152, H72 1.160, H106 1.157
103 S 1.86261 1.84936 -3.12587  H13 1.395, C122 1.895
104 H 2.62158 -2.62600 -0.78202  C46 1.161
105 H 4.25479 2.79780 2.03063  C93 1.156
106 H -5.73229 5.33879 4.07475  C102 1.157
107 C 1.20556 2.68141 1.21200  O39 1.443, H84 1.143, C91 1.611, H101 1.157
108 H 1.12159 -1.91861 -1.55288  C46 1.156
109 H -10.09282 1.35661 -0.40956  C29 1.145
110 C 0.88651 -3.76211 3.08043  H40 1.153, Si71 1.943, H75 1.154, H114 1.153
111 H 1.57715 7.67529 -0.11559  C35 1.155
112 H -6.94427 -1.27531 -1.47217  C121 1.095
113 H -3.20915 8.09442 0.04222  C30 1.141
114 H 0.47039 -4.83705 3.06857  C110 1.153
115 H 3.61403 -0.39234 -0.05819  C15 1.149
116 H 0.73681 -5.29174 0.29839  C99 1.150
117 H 2.37578 -4.86214 -0.58434  C99 1.157
118 C -3.27804 6.10463 1.03521  C6 1.606, H18 1.142, C30 1.629, H95 1.152
119 F 0.67920 0.54101 -1.28699  N37 1.384
120 H 6.29398 2.75805 0.08496  O10 0.990
121 C -6.23330 -2.06954 -1.22344  C14 1.511, C20 1.514, H92 1.091, H112 1.095
122 C 2.51044 1.95960 -1.34849  H33 1.156, N37 1.516, C78 1.611, S103 1.895
123 H 1.83305 0.88829 2.79887  N70 1.034
124 C 3.03241 -8.20987 -0.58275  C8 1.504, O12 1.361, O16 1.206

The net charge is +1. The LUMO energy is -2.89 eV. The HOMO-LUMO gap is 7.0749 eV. As for the HOMO energy: -9.966 eV. As for the spin multiplicity: 1. The value obtained for the total energy is -3391.21070 hartree. Its maximum force is 4.39 eV/A.